C2H6N3O | the ωB97M-V functional and the def2-TZVPD basis

The geometry in XYZ format:
```
12
Properties=species:S:1:pos:R:3:forces:R:3:lowdin_charge:R:1
C 0.4619 0.8081 -2.5194 -0.14 1.05 4.56 0.345
C 0.9489 -0.3661 0.7298 1.15 0.97 0.73 -0.332
N 0.8123 0.8781 -0.0935 -0.17 1.74 2.62 0.059
N 0.5463 0.9496 -1.3299 -0.26 -1.20 -6.52 0.042
N -1.3039 -0.7318 1.0137 1.67 0.13 3.99 0.076
O 1.3677 -1.3484 0.2526 -0.22 -1.16 -0.77 0.119
H 0.1533 0.8472 -3.5995 0.47 -0.23 1.49 0.156
H 1.0439 -0.0865 1.8108 -0.47 0.12 -0.88 0.157
H 0.7031 1.7529 0.4886 -0.01 -1.07 -1.31 0.205
H -1.5489 -1.1096 0.1750 -0.66 -2.02 -2.59 0.008
H -2.0689 -0.1551 1.2770 -0.64 0.58 0.60 0.048
H -1.1157 -1.4385 1.7949 -0.74 1.09 -1.91 0.117
```
Positions in Å, forces in eV/Å.

Results
net charge	+1
HOMO-LUMO gap	9.5	eV
total energy	-318.925664	Ha
relative energy (zero: lowest compared OMol25 entry of this formula, charge and spin)	110.87	kcal/mol
spin multiplicity	1